1.
Here is a cluster of 5 separate species, C41H50BBrClN2O5 in total from OMol25. Energies are from wB97M-V/def2-TZVPD.

Values from the calculation:
Highest occupied orbital energy ... -10.5 eV
LUMO energy ... -4.250 eV
Largest force on an atom ... 0.787 eV/Å
Kohn-Sham gap ... 6.22 eV
Electronic energy ... -139781.108 eV

Geometry as ORCA input:
```
! wB97M-V def2-TZVPD RIJCOSX def2/J DEFGRID3
* xyz 1 1
C 1.81931 2.21604 2.79618
C 2.26794 1.68125 1.44626
O 1.99297 2.67163 0.45448
C 2.68073 2.52254 -0.76219
C 2.58761 1.11725 -1.30316
C 3.66006 0.24636 -1.41737
C 5.07340 0.62551 -1.05810
C 5.86171 0.98682 -2.31197
C 5.54796 2.28493 -3.01188
N 6.76728 0.25635 -2.80239
C 3.39339 -1.03706 -1.90453
C 4.46436 -2.07330 -2.13483
O 4.76572 -2.42529 -3.23897
O 4.98344 -2.50265 -0.97152
Br 5.78742 -4.14886 -1.03986
C 2.11442 -1.42356 -2.26910
O 1.88408 -2.67601 -2.73391
C 1.06787 -0.53262 -2.10916
C -0.35405 -0.87671 -2.44131
Cl -0.89344 -2.18420 -1.35360
C -0.56639 -1.23705 -3.91957
C -1.86600 -0.64499 -4.49288
N 1.33301 0.69896 -1.63540
B 0.12490 1.67153 -1.40809
O -0.02027 2.64932 -2.32999
C -0.82893 1.43766 -0.20521
C -2.27883 1.85228 -0.54265
H 1.01406 2.93491 2.64990
H 1.41774 1.40964 3.40838
H 2.63771 2.68183 3.33726
H 1.72069 0.76138 1.21130
H 3.33543 1.43966 1.46060
H 3.72461 2.82214 -0.66272
H 2.21874 3.21873 -1.46065
H 5.10605 1.45004 -0.34794
H 5.55707 -0.21766 -0.56805
H 4.67670 2.79856 -2.61018
H 6.41528 2.93800 -2.93595
H 5.36477 2.07395 -4.06406
H 6.92952 -0.59169 -2.25983
H 2.14516 -2.74012 -3.66299
H -1.01888 -0.05106 -2.19870
H -0.54042 -2.31653 -4.05111
H 0.25289 -0.84048 -4.52688
H -2.24658 0.14862 -3.84561
H -1.69609 -0.18762 -5.46493
H -2.66138 -1.38033 -4.58381
H 0.28845 2.40958 -3.21168
H -0.81322 0.36743 0.02201
H -0.45488 1.97938 0.66409
H -2.48459 1.64020 -1.59412
H -2.44869 2.90683 -0.34841
H -2.99592 1.26124 0.02365
C -6.43080 3.18266 3.42458
C -6.26748 1.85234 3.78413
C -5.03199 1.23844 3.63365
C -3.95794 1.95819 3.12917
C -4.12074 3.28978 2.77167
C -5.35784 3.90160 2.91658
H -7.39494 3.65989 3.54098
H -7.10440 1.29275 4.18257
H -4.90690 0.19946 3.91069
H -2.99262 1.47913 3.01651
H -3.28265 3.85354 2.38053
H -5.48574 4.93875 2.63549
C 8.22352 -0.51864 1.53070
C 8.26830 0.59839 0.70723
C 8.60822 1.83857 1.23011
C 8.91067 1.95970 2.57931
C 8.86863 0.84304 3.40294
C 8.52287 -0.39548 2.88038
H 7.96037 -1.48656 1.12119
H 8.04574 0.50221 -0.34897
H 8.64229 2.70873 0.58678
H 9.18296 2.92367 2.98839
H 9.10908 0.93771 4.45354
H 8.49121 -1.26474 3.52401
C -2.63246 -5.96520 -5.40281
C -1.64479 -5.00162 -5.55234
C -1.58152 -4.24410 -6.71397
C -2.51103 -4.44447 -7.72509
C -3.49849 -5.40753 -7.57539
C -3.55779 -6.16899 -6.41645
H -2.68029 -6.55726 -4.49836
H -0.92383 -4.84589 -4.75791
H -0.80743 -3.49509 -6.83343
H -2.46510 -3.85216 -8.62956
H -4.22281 -5.56533 -8.36338
H -4.32624 -6.92213 -6.30334
C -9.17851 -1.65547 8.32246
C -7.95707 -1.46654 7.69146
C -7.65197 -0.23662 7.12543
C -8.56546 0.80596 7.19553
C -9.78611 0.61745 7.82832
C -10.09343 -0.61397 8.38958
H -9.41752 -2.61462 8.76290
H -7.24267 -2.27815 7.64173
H -6.69995 -0.08988 6.63014
H -8.32517 1.76690 6.75788
H -10.49783 1.43072 7.88494
H -11.04631 -0.76187 8.88063
*
```


2.
Here is a structure of composition C41H50BCrF9N7O3 from OMol25. Energies are from wB97M-V/def2-TZVPD.

Values from the calculation:
Highest occupied orbital energy (spin up / spin down) ... -7.7 / -8.0 eV
LUMO energy (spin up / spin down) ... -1.230 / -1.138 eV
Largest force on an atom ... 3.223 eV/Å
Kohn-Sham gap (spin up / spin down) ... 6.49 / 6.84 eV
Electronic energy ... -113456.460 eV

Geometry as ORCA input:
```
! wB97M-V def2-TZVPD RIJCOSX def2/J DEFGRID3
* xyz 0 4
Cr -12.84448 2.27478 15.43903
C -17.34413 8.09644 18.19461
C -16.28288 7.31917 18.93676
C -16.77575 7.03240 20.39643
C -15.06639 8.29622 19.14936
C -15.97490 5.98942 18.17547
C -14.52340 5.70279 17.84739
C -13.82142 3.71694 16.42656
N -12.56883 3.55175 17.05081
C -11.64629 4.62394 16.55769
C -11.23321 5.56018 17.46819
C -10.39377 6.54819 16.94274
C -10.15963 6.58000 15.57194
C -10.58282 5.61730 14.67667
C -11.37594 4.61946 15.20360
O -11.91809 3.65327 14.45714
C -10.28021 5.75299 13.14567
C -11.58786 5.77099 12.32935
C -9.43458 6.96764 12.83913
C -9.50433 4.48723 12.75484
C -9.87345 7.65050 17.85599
C -10.44089 7.64670 19.30902
C -10.29311 9.07970 17.35814
C -8.32994 7.57007 17.90210
C -16.27978 3.12394 16.58869
O -16.37939 2.17283 15.83697
C -17.34528 3.98918 17.17088
C -17.10022 5.19399 17.86289
C -18.74898 3.46233 16.87140
C -18.86967 2.07903 17.53649
C -18.99189 3.40993 15.35148
C -19.81591 4.36193 17.48046
H -17.31025 9.10317 18.58294
H -18.34413 7.67113 18.34518
H -17.14848 8.06046 17.11867
H -17.15977 7.96442 20.80862
H -15.99991 6.62404 21.08576
H -17.54233 6.29035 20.35579
H -15.22967 9.06270 19.92644
H -14.76474 8.74477 18.17148
H -14.19041 7.71134 19.39822
H -14.00085 6.62011 17.68650
H -11.48063 5.43006 18.49212
H -9.55389 7.37116 15.22249
H -12.16446 6.66133 12.59829
H -12.18178 4.88909 12.51877
H -11.31849 5.93217 11.25432
H -10.08194 7.83921 12.80089
H -9.13929 6.84174 11.79442
H -8.58185 7.10916 13.50675
H -10.11493 3.61057 13.01769
H -8.49483 4.37912 13.16999
H -9.33832 4.47964 11.63461
H -11.58336 7.71631 19.30705
H -10.11097 8.54542 19.80241
H -10.06509 6.73980 19.79452
H -11.35910 9.07242 17.28612
H -9.79258 9.36574 16.46602
H -9.94745 9.72684 18.16389
H -8.09121 6.61102 18.36590
H -7.88495 8.35688 18.55031
H -7.91434 7.61947 16.92226
H -18.02832 5.59698 18.16725
H -18.21508 1.32061 17.16943
H -19.88283 1.71477 17.41526
H -18.75041 2.21984 18.58693
H -18.28932 2.74241 14.84985
H -18.83023 4.37723 14.83900
H -20.00805 3.06187 15.16069
H -19.62945 4.54907 18.54559
H -20.83884 3.94577 17.37826
H -19.88219 5.28417 16.92624
C -13.91504 5.10585 19.08268
C -14.63650 4.90012 16.62134
N -15.04383 3.55533 17.12517
N -12.48657 3.19759 18.43370
C -13.14382 4.04622 19.31122
B -12.15851 1.73857 18.50899
N -10.98511 1.47344 17.51101
C -9.69381 1.11629 17.75700
C -8.98493 1.14227 16.55018
C -9.90081 1.50381 15.60724
N -11.09367 1.65510 16.19095
N -13.35193 0.91010 18.01201
C -14.24449 0.05194 18.64339
C -15.10366 -0.48544 17.69811
C -14.70934 0.08015 16.47285
N -13.68157 0.90308 16.65298
H -14.25063 5.54979 19.99264
H -15.22292 5.31176 15.78171
H -12.90738 3.80660 20.34119
H -11.91700 1.41947 19.61531
H -9.47350 0.90053 18.76429
H -7.92723 0.86081 16.45533
H -9.79084 1.61045 14.50406
H -14.23930 -0.01424 19.68158
H -15.98965 -1.04328 17.85767
H -15.02473 -0.04363 15.44929
F -15.56108 1.84095 11.82194
C -15.13150 0.65006 12.31575
F -15.19075 -0.26964 11.37494
F -15.98708 0.28530 13.31571
C -13.64056 0.81877 12.83397
O -13.67063 1.40515 14.04046
C -12.98265 -0.61433 12.92677
F -13.72340 -1.48863 13.57975
F -11.82808 -0.50677 13.63706
F -12.77042 -1.18957 11.71773
C -12.83339 1.67611 11.81565
F -11.51835 1.51531 11.94627
F -13.11849 1.41927 10.53035
F -13.11762 2.96914 11.98005
*
```